[1]
A molecular structure, C41H52As3N4O4S5Ti at a distorted geometry, computed with wB97M-V/def2-TZVPD.

The geometry in XYZ format:
```
110
Properties=species:S:1:pos:R:3:forces:R:3
H -4.605975 -1.290064 -1.349406 0.00 -0.05 0.04
C 0.085917 3.305215 -3.327094 -0.06 -0.02 -0.02
S 6.198080 -4.207363 -1.665272 0.03 -0.01 -0.01
H -1.035351 -4.464722 4.746420 -0.02 -0.03 0.00
As -1.494806 -1.181222 -2.073359 -0.15 -0.08 -0.59
C 3.392866 -0.368239 -0.696861 -0.04 0.00 0.10
N 2.160276 0.589570 -2.319090 0.13 -0.10 0.06
H 0.487661 2.866666 0.107831 0.02 0.00 -0.02
H 1.899201 0.939724 -4.940458 -0.03 0.02 0.00
C -0.829612 1.792573 3.496284 0.00 0.05 0.11
C 2.706427 -0.903879 1.582754 -0.21 -0.01 -0.01
H -1.238370 1.442771 4.436758 0.01 0.01 -0.02
C 1.135825 2.741919 -5.835528 -0.03 0.02 0.00
O -0.520347 5.414973 3.957217 -0.03 -0.03 0.04
H 0.978950 -3.378852 4.998068 0.02 0.00 0.01
C 1.328905 1.848801 -4.794560 0.07 0.03 0.00
H 1.336934 -6.676931 1.580905 0.01 -0.02 0.01
H 4.194678 -0.155566 -1.397209 0.05 0.00 -0.01
H -1.771317 1.578918 -5.242832 0.01 0.00 -0.01
C 3.031132 -1.227473 2.899360 0.02 -0.03 0.13
H -0.109946 -0.470742 -4.086244 -0.01 0.03 0.00
H 4.590224 -1.775693 4.242845 -0.01 -0.01 -0.03
C -1.664185 -2.396748 1.418119 -0.17 0.15 -0.14
C 2.710770 -4.141149 0.707430 -0.04 0.03 0.08
H 6.370046 -1.739494 2.519041 -0.01 0.02 0.00
N -1.290676 -1.117909 1.379761 0.43 -0.10 0.27
C -0.496291 3.132738 3.325386 -0.01 0.01 0.05
H -1.959392 -2.837998 0.477765 0.10 -0.05 -0.04
H -1.735548 -3.186547 5.735223 0.00 0.01 0.05
H 2.953989 -6.523784 2.320366 0.00 -0.02 0.03
S 1.812830 -4.386614 2.194871 0.02 -0.05 0.06
H -4.168650 4.107838 -3.365708 -0.01 0.00 -0.01
C -4.177267 0.326482 -2.745033 0.01 -0.18 0.01
H -2.758812 0.634401 -6.387322 -0.01 0.01 0.01
C -1.212083 -2.582055 3.747124 0.01 -0.01 0.07
S 0.639919 -2.813891 -0.559123 -0.25 0.19 -0.33
O 0.126591 1.100964 -1.445443 0.29 0.27 -0.34
H -6.014775 -0.705408 -2.232238 0.02 0.00 0.01
H -2.738598 -0.545713 -4.066873 0.01 0.02 -0.10
H -5.884706 1.134916 -3.772023 -0.01 -0.02 0.01
C -3.424436 3.643143 -4.011805 0.01 0.03 0.05
H -4.062827 2.365450 -2.026310 0.02 -0.02 0.01
H -1.593013 -3.682122 -1.989311 0.01 -0.03 -0.03
C 0.798445 2.129381 -3.537399 -0.13 -0.03 0.08
N 2.192231 -0.084043 -1.094201 0.03 0.22 -0.35
H -2.776700 -3.050825 -3.156974 -0.04 -0.01 -0.04
C -1.656112 -3.156777 2.571230 -0.03 -0.06 0.02
H -3.147352 -3.036919 -1.423588 -0.06 -0.01 0.01
C 5.039358 -1.135418 0.961527 0.07 0.02 -0.05
C 0.431822 3.922417 -5.622158 0.01 -0.03 0.00
C -2.357533 -2.928351 -2.161099 0.01 0.00 0.15
C -0.655404 0.910151 2.452312 -0.02 -0.05 -0.08
H -0.626842 5.129206 -4.196302 0.02 -0.03 -0.01
H -2.989128 3.711577 0.100070 0.00 0.00 -0.01
C -0.003297 3.533030 2.094544 -0.03 0.04 0.01
C -4.485597 0.250956 1.143422 0.01 -0.05 0.01
H -0.323559 3.516515 -2.346119 0.00 -0.02 0.00
C -2.588345 1.624126 -5.961997 0.04 0.00 -0.03
H 0.287614 4.619906 -6.437480 0.02 -0.01 0.01
H -2.147468 0.891957 -3.248116 0.05 0.05 -0.02
C 0.124600 2.593233 1.088507 -0.06 -0.03 -0.06
H -4.956278 0.021480 -4.739145 -0.03 -0.02 0.01
H 0.261214 4.565132 1.921243 0.00 -0.01 -0.02
H -0.598311 -0.734504 4.651243 0.03 -0.01 -0.02
C -0.927302 -1.220335 3.742140 -0.08 -0.02 0.11
C 4.732488 -4.095770 -0.963891 -0.01 -0.01 0.02
S 4.359302 -4.717204 0.609819 0.04 -0.01 0.07
C 3.713063 -0.832901 0.613854 0.08 0.02 -0.21
H 1.509077 -6.431956 3.336489 -0.01 -0.02 -0.01
C -0.664936 4.104556 4.458572 0.05 0.03 -0.08
H 0.588940 -1.931274 -3.350931 0.03 -0.02 0.02
Ti 0.337824 -0.307280 -0.168342 -0.50 -0.89 0.23
H -4.501510 -0.817724 0.927777 -0.01 0.02 0.00
C 5.352955 -1.489413 2.251574 -0.05 -0.01 0.03
H -2.616840 3.218989 -3.413256 -0.07 0.04 -0.03
H -1.913959 -4.206649 2.523789 -0.01 0.02 -0.01
H -0.869977 -2.042363 -4.358058 -0.03 -0.03 -0.02
H -3.006485 4.418649 -4.655248 -0.01 -0.02 0.02
H -5.491065 0.656199 1.026411 0.00 -0.01 0.02
C 1.920341 -6.189193 2.358089 -0.02 0.05 -0.05
O 1.456164 -0.635277 1.243040 0.61 0.11 0.69
C -4.321237 1.380846 -1.640238 -0.04 0.05 -0.10
As -3.219532 1.179590 -0.033007 0.04 -0.05 0.00
H 1.539317 2.521589 -6.815515 -0.01 0.00 0.02
C -4.859740 0.850820 -4.028914 -0.07 0.00 0.03
C 2.246618 -3.463660 -0.359416 0.02 0.10 0.08
C -0.969511 -3.401607 4.990264 0.04 0.03 0.00
H -3.292968 3.034457 1.707258 0.01 0.00 0.00
O 0.275057 -3.079959 5.586748 -0.07 0.00 -0.04
C -0.087012 4.206396 -4.367312 0.05 0.00 0.00
C -4.949879 -0.929450 -2.320580 0.06 0.05 0.01
H -4.633600 3.214753 0.555149 0.00 0.03 0.03
H 0.093863 3.880039 5.216894 0.01 0.00 0.03
C -0.991871 -0.528846 2.552730 -0.03 0.16 -0.16
S 3.359203 -3.334162 -1.702745 -0.07 0.08 -0.07
C 1.041403 1.214613 -2.404460 0.07 0.12 0.02
N -0.200905 1.313304 1.254839 -0.04 -0.05 0.08
H -4.835022 -1.735748 -3.046842 -0.01 0.00 -0.01
C -2.723094 -0.024634 -3.108947 -0.12 0.19 0.28
H 2.244926 -1.245199 3.645030 0.02 -0.03 -0.03
As -4.260152 2.331300 -5.208556 -0.01 0.00 -0.04
H -5.367159 1.428788 -1.323841 -0.03 0.04 -0.06
C -3.573889 2.978470 0.655145 -0.01 0.02 0.01
H -1.645871 3.948302 4.917720 -0.05 0.01 0.00
H 5.806458 -1.090221 0.195838 -0.02 -0.02 0.03
H -2.293999 2.290316 -6.773067 0.00 -0.01 -0.01
C 4.340960 -1.520178 3.220056 0.02 0.02 -0.02
H -4.166990 0.382609 2.178956 0.00 0.00 0.00
C -0.334269 -1.433588 -3.631446 0.05 0.02 0.04
H -0.620377 6.045190 4.676685 0.02 0.00 0.00
```
Positions in Å, forces in eV/Å.

Its spin multiplicity is 1. As for the LUMO energy: -3.5 eV. The value obtained for the frontier orbital gap is 6.28 eV. As for the net charge: +1.



[2]
A molecular structure, C41H52N3O3Si at a distorted geometry, computed with wB97M-V/def2-TZVPD.

The geometry in XYZ format:
```
100
Properties=species:S:1:pos:R:3:forces:R:3
H -1.551987 0.751581 4.908371 -0.10 -0.25 -0.37
H 3.125704 0.962706 1.757844 -0.23 -0.46 0.26
H -3.607319 -9.530882 -1.320585 -0.05 0.39 -0.05
H 1.850123 -2.896428 -1.998533 -0.27 -0.05 -0.09
H -1.113431 -2.979002 0.693902 0.69 -0.21 -0.61
C 0.324008 -4.436964 -1.680233 0.44 -0.28 -0.16
H -4.970182 3.111473 6.389528 0.05 -0.49 0.05
C -4.499709 -5.589892 1.822799 -0.27 -0.01 0.20
C -1.031445 -1.701726 2.569110 -0.55 -0.05 -0.95
H -0.100420 -7.446776 -1.882047 0.18 -0.12 0.45
H 3.001376 -9.214325 0.536105 -0.40 0.27 0.02
C 2.182352 -8.495272 0.422602 0.08 -0.09 0.19
H 1.381490 -1.993232 0.049152 -0.41 -0.21 -0.25
H 5.877636 1.470343 6.021315 0.37 -0.03 -0.16
H -5.331318 -8.178064 -2.544847 0.33 0.27 0.24
C 6.436259 2.121344 3.547068 0.65 0.12 0.66
H -1.709626 -8.425382 -0.229638 -0.39 0.31 -0.22
H -0.202498 -1.448962 -0.546441 0.21 -0.18 0.00
C -0.701517 -4.393636 -0.576454 -0.55 -1.07 -0.39
C 6.449373 0.716434 5.447577 0.34 0.40 -0.41
H 7.192534 0.222297 6.083909 -0.45 0.13 0.09
H -3.191936 -8.446173 1.758795 0.17 0.15 0.27
O -5.956905 2.826576 4.676961 0.24 -0.59 0.16
C 1.455800 -1.968384 2.381322 -0.85 -0.41 -0.82
C -2.445721 -7.809432 -0.755815 -0.34 -0.21 -0.12
C -6.408753 1.830736 3.768605 0.03 0.19 0.54
H 0.238974 -2.446652 -2.577116 0.13 -0.19 -0.02
H -3.174325 2.424733 5.029677 -0.16 -0.19 -0.06
C 5.488885 -0.306762 4.869894 0.48 -0.52 0.09
C -3.093304 0.059417 3.520033 -0.12 -0.29 0.37
C -4.490608 -7.683261 -2.046181 0.01 0.06 0.10
N -0.203659 -3.355369 0.389078 -1.45 2.22 0.62
H 6.055432 -1.228542 4.657198 -0.13 0.22 0.01
H -5.691841 0.053303 2.878962 0.02 0.19 -0.03
C -3.906070 1.621780 5.229868 0.28 0.37 -0.26
C 1.855095 -7.629288 1.468483 -0.04 0.31 -0.29
C 2.457480 -2.612907 3.126481 0.19 0.40 -0.12
H -3.200845 -4.570184 -1.522697 -0.15 -0.38 0.02
H 1.737752 -9.087008 -1.621633 -0.01 0.24 0.35
H -1.556265 -8.224092 2.445041 -0.25 0.07 0.06
C 1.723147 -0.659557 1.909333 0.63 0.08 0.00
H -4.521014 -4.555948 1.451349 -0.02 -0.20 0.11
C -2.608714 -7.915081 2.524710 -0.16 -0.25 0.23
C -5.191446 2.253963 5.741586 -0.46 0.19 -0.35
C 5.149949 1.455261 3.061733 -0.27 0.24 -0.47
C 0.458044 -2.322743 -0.445049 0.34 0.11 -0.21
H -4.871890 -6.250474 1.027859 0.12 0.15 0.15
C -2.269807 -5.210527 3.955280 -0.12 -0.04 0.19
H 1.157599 -5.108972 -1.419353 -0.27 0.37 -0.06
C 0.067083 -6.686961 0.149093 -0.27 0.16 -0.38
C -4.365684 -6.291394 -2.070834 0.20 0.04 -0.07
H 7.092513 2.348674 2.696395 -0.28 0.08 0.30
H -5.120673 -5.682816 -2.570763 0.21 -0.20 0.10
H 6.167656 3.057563 4.071739 0.23 -0.24 -0.18
N -4.132035 0.809887 4.031459 0.50 -0.28 0.24
C -3.310169 -0.841248 2.450106 -0.03 -0.43 -0.43
H -4.951897 1.536335 2.235975 0.11 -0.22 0.20
H -5.192413 -5.662790 2.675908 0.06 0.05 -0.26
Si -2.792156 -6.069943 2.389318 0.29 -0.03 -0.53
C 0.438900 -7.512510 -0.930274 0.23 -0.12 0.35
H -1.595670 -3.929658 -1.014950 0.18 0.02 0.21
H -2.985054 -5.431501 4.761652 0.25 0.14 -0.10
H -7.107800 1.131201 4.263586 0.07 0.40 0.02
H -3.488181 0.988914 6.025792 -0.07 0.08 -0.20
H 0.999397 -0.139270 1.276582 0.17 -0.19 0.31
C 0.113265 -2.605629 2.183002 1.56 -0.61 2.27
C 2.926203 -0.022857 2.189851 -0.64 0.10 -0.38
H 2.316585 -3.659105 3.387319 0.06 0.19 0.22
C -0.809346 -0.757438 3.594676 0.13 -0.04 -0.32
H 4.325206 2.164543 3.239870 0.05 -0.22 -0.09
C 3.585082 -1.912552 3.551687 -0.23 -0.56 0.07
C -2.293997 -6.418519 -0.810044 0.15 0.25 0.19
H -2.221719 -4.122431 3.813013 -0.06 -0.19 0.08
N 4.849825 0.164821 3.654949 -0.52 -0.61 -0.44
C 1.483489 -8.430401 -0.784713 -0.20 0.42 -0.10
C 0.834602 -6.679062 1.306908 0.10 -0.52 0.04
C -1.797264 0.081988 4.081022 -0.10 -0.11 0.03
H 5.239543 1.331743 1.972838 -0.15 -0.09 0.25
H 0.620367 -5.950607 2.091758 -0.09 -0.40 -0.11
H -5.778515 1.492062 6.290319 0.00 0.35 -0.19
C -3.533381 -8.441429 -1.371169 0.27 0.21 0.05
O -1.676636 -5.439158 1.309585 0.37 0.50 -0.09
H -0.129702 -4.820413 -2.607456 0.19 0.15 0.28
H -1.276379 -5.566926 4.265251 -0.24 0.08 -0.03
H 2.386205 -7.671696 2.417526 0.04 -0.01 -0.26
H 0.188714 -0.679970 4.011860 -0.20 -0.04 0.10
H 4.267622 -2.391160 4.256231 -0.21 0.11 -0.39
C -5.268460 1.023524 3.162417 -0.31 0.34 -0.66
O 7.229758 1.315148 4.412361 -0.61 -0.11 0.03
H -2.985804 -8.219649 3.514919 0.13 -0.07 -0.28
C -2.332360 -1.733969 2.008453 0.16 0.60 0.55
H -4.289864 -0.887147 1.968277 0.50 -0.02 0.18
C 3.838745 -0.594511 3.105956 0.04 0.48 0.82
C 0.778504 -2.977949 -1.787329 0.13 0.27 -0.57
C -1.163919 -5.753550 0.030942 0.42 -0.18 -0.13
C -3.268010 -5.658382 -1.473246 -0.16 -0.47 0.01
H 4.737424 -0.551359 5.636711 0.05 0.01 -0.21
H 0.052815 -3.629182 2.572928 -0.02 0.48 0.05
H -2.623265 -2.416842 1.200247 0.07 0.18 0.36
H -6.921187 2.391388 2.977598 -0.03 -0.40 0.19
```
Positions in Å, forces in eV/Å.

Its spin multiplicity is 1. As for the LUMO energy: -3.2 eV. The value obtained for the frontier orbital gap is 7.13 eV. As for the net charge: +1.



Energy relative to the best compared isomer or geometry (same formula, charge and spin) for every record listed, in sequence, given in eV: 0.144 0.000.
Energy for every record listed, in sequence, given in eV: -317316.220 -61844.693.
Highest occupied orbital energy for every record listed, in sequence, given in eV: -9.8 -10.3.